DFT (wB97M-V/def2-TZVPD) results for 10 unconnected molecules or ions with the total composition C35H92N2O12 in a non-equilibrium geometry.

Output
HOMO-LUMO gap (spin up / spin down) = 8.2 / 2.8 eV
HOMO level (spin up / spin down) = -10.5 / -10.5 eV
<S²> = 0.76
strongest force on any atom = 0.087 Eh/bohr
total charge = +1
E_tot = -2400.52046 hartree
multiplicity = 2

Last column: Löwdin charge in e.
Positions of all 141 atoms, in Å:
H 22.21 -12.25 5.03  0.031
C 16.63 -14.04 3.73  -0.501
H 16.51 -12.62 2.11  0.050
H 17.09 -16.16 8.29  0.142
H 22.06 -8.89 3.21  0.077
H 18.81 -9.93 5.54  0.064
C 15.05 -8.94 2.64  -0.454
C 19.89 -6.13 3.01  -0.040
H 16.29 -14.41 1.60  0.086
C 14.47 -11.46 6.78  -0.185
C 21.90 -7.84 2.99  -0.046
C 15.34 -2.79 7.48  -0.092
N 14.58 -8.95 6.58  0.202
H 24.09 -11.24 6.54  0.097
H 17.30 -6.38 6.73  0.079
H 15.69 -12.10 12.07  0.093
C 15.64 -11.14 11.56  -0.069
H 22.85 -2.20 5.33  0.087
C 16.75 -10.25 11.85  -0.498
H 23.28 -3.23 6.57  0.085
C 13.94 -7.62 6.80  -0.098
H 23.19 -3.81 4.87  0.089
C 17.80 -14.24 7.93  -0.095
H 21.66 -14.69 2.46  0.073
H 19.92 -4.98 8.03  0.122
C 21.40 -5.00 6.47  -0.224
H 12.80 -13.05 4.20  0.098
H 17.16 -14.06 7.07  0.061
H 15.31 -15.52 9.94  0.084
H 17.79 -8.36 7.00  0.078
O 16.98 -9.78 8.33  -0.083
H 16.73 -9.96 3.66  0.064
H 15.43 -8.98 7.13  0.102
H 14.43 -3.36 7.29  0.061
H 15.13 -8.24 4.38  0.035
H 22.01 -15.65 3.91  0.076
H 14.86 -8.55 1.65  0.143
H 20.04 -6.01 1.94  0.082
C 15.81 -15.13 4.36  -0.057
C 16.43 -9.63 2.67  -0.015
C 13.83 -9.80 3.03  -0.041
H 18.54 -11.23 11.77  0.090
H 15.03 -13.42 2.42  0.064
H 21.41 -10.15 7.30  0.128
H 16.19 -9.32 13.74  0.091
O 20.38 -7.90 4.76  -0.095
O 14.25 -12.13 5.53  -0.223
H 15.53 -11.29 6.96  0.110
H 18.64 -11.21 6.79  0.085
H 22.35 -7.43 2.09  0.093
H 15.95 -13.84 9.95  0.066
H 23.37 -8.35 7.63  0.082
O 15.02 -7.84 3.51  -0.057
H 23.77 -8.80 5.98  0.094
H 16.56 -9.29 11.36  0.126
H 17.25 -10.70 13.85  0.085
H 14.69 -10.71 11.89  0.090
H 21.74 -5.64 5.65  0.102
H 20.29 -6.50 7.37  0.109
H 20.15 -11.56 4.15  0.046
C 22.96 -8.78 6.71  -0.038
H 17.95 -9.25 13.41  0.090
H 18.83 -5.90 3.14  0.073
H 19.63 -7.39 5.06  0.042
H 12.73 -5.29 6.90  0.086
H 18.78 -15.74 9.35  0.088
C 20.31 -12.47 3.57  -0.021
H 15.86 -12.71 4.85  0.036
H 18.78 -14.52 7.55  0.093
C 17.03 -9.81 13.25  -0.054
O 18.07 -15.25 9.79  -0.065
H 20.40 -15.52 3.35  0.063
H 15.08 -14.47 8.51  0.067
H 20.44 -5.34 3.52  0.068
H 17.46 -10.20 9.05  0.067
H 17.65 -14.40 3.57  0.124
H 19.17 -4.59 5.67  0.090
O 22.33 -13.13 4.66  -0.047
C 12.86 -12.40 5.07  -0.035
C 23.22 -11.31 7.20  -0.035
H 22.61 -7.48 3.74  0.072
H 17.32 -3.71 5.81  0.128
H 17.99 -13.25 8.34  0.083
C 13.80 -10.17 7.02  -0.106
H 16.35 -10.59 2.16  0.054
H 14.23 -12.12 7.62  0.133
C 22.36 -10.18 6.75  -0.505
H 19.91 -8.24 2.76  0.118
C 21.31 -14.94 3.46  -0.037
O 21.36 -3.70 5.88  -0.187
H 12.81 -10.19 6.58  0.132
H 17.24 -10.50 5.88  0.043
H 12.78 -7.87 8.56  0.133
H 14.43 -7.85 9.01  0.142
H 17.86 -5.33 8.02  0.128
H 13.82 -10.55 2.24  0.086
H 15.44 -1.97 6.77  0.094
H 11.54 -5.73 8.21  0.104
H 19.27 -12.68 3.33  0.054
O 16.45 -3.66 7.62  -0.165
C 17.08 -15.18 8.78  -0.499
H 17.26 -9.16 2.14  0.082
H 18.89 -8.98 8.03  0.123
H 21.69 -9.58 5.14  0.041
C 18.21 -10.31 6.36  -0.049
C 13.73 -7.41 8.31  -0.171
H 16.08 -4.87 5.83  0.119
H 12.86 -9.33 2.90  0.085
O 17.98 -10.71 11.18  -0.062
C 15.73 -14.72 9.34  -0.012
N 19.00 -5.49 6.09  -0.011
H 22.25 -5.03 7.15  0.120
C 16.10 -13.60 2.32  -0.013
O 13.52 -6.06 8.68  -0.128
H 12.98 -7.46 6.31  0.137
H 13.56 -10.06 8.08  0.149
H 14.58 -6.85 6.37  0.127
C 21.13 -13.60 4.24  -0.498
O 22.07 -10.42 5.42  -0.080
H 20.85 -12.09 2.70  0.084
O 16.74 -13.06 4.70  -0.063
H 23.53 -10.99 8.20  0.088
H 12.49 -4.25 8.14  0.093
H 12.37 -12.97 5.86  0.092
H 15.50 -11.38 10.51  0.064
C 17.77 -5.42 6.94  -0.193
C 16.81 -4.40 6.48  -0.240
C 20.48 -7.51 3.35  -0.433
H 15.71 -15.89 3.58  0.083
H 15.26 -2.31 8.45  0.097
H 13.80 -10.24 4.02  0.038
H 14.78 -14.86 4.58  0.070
H 12.27 -11.50 4.97  0.071
C 22.69 -3.23 5.65  -0.103
H 22.88 -12.35 7.17  0.087
H 16.15 -15.61 5.27  0.077
C 12.52 -5.32 7.96  -0.064
C 20.10 -5.47 7.07  -0.205
H 20.72 -13.95 5.19  0.117
H 22.32 -7.97 6.36  0.048
C 18.00 -9.31 7.49  -0.311